*P*
Computed, not measured: a structure of composition C15H17IrN2O4Se2Te2, with ωB97M-V/def2-TZVPD.

Summary:
Kohn-Sham gap (spin up / spin down) (eV): 6.61 / 5.94
Net charge: +1
Spin multiplicity: 6

Atoms and positions in Å:
Ir  -0.7199  -0.4109  -1.5387
C  -1.5895  -3.5311  2.3479
C  -1.0156  -2.1138  2.4532
C  -0.4091  -1.9018  3.8432
C  -0.0265  -1.7937  1.3425
C  -0.1279  -2.4459  0.0751
C  0.8654  -2.2853  -0.9200
C  1.9434  -1.4313  -0.7375
C  3.0581  -1.2956  -1.7156
C  1.8266  -0.4455  0.3785
C  0.9678  -0.8780  1.5114
H  -2.2210  -3.7296  3.2123
H  -0.7877  -4.2725  2.3402
H  -2.2095  -3.6664  1.4613
H  -1.8464  -1.4074  2.3331
H  0.4940  -2.5038  3.9590
H  -1.1236  -2.2135  4.6035
H  -0.1639  -0.8587  4.0389
H  -0.8882  -3.1959  -0.0810
H  0.8792  -2.9780  -1.7538
H  2.7642  -0.6226  -2.5307
H  3.3084  -2.2555  -2.1671
H  3.9470  -0.8756  -1.2479
H  2.7714  -0.0130  0.6971
H  1.1040  -0.3510  2.4456
Se  -3.1192  -0.8614  -1.1419
Te  -4.3288  -0.0302  -3.1242
Te  -2.4713  -0.1925  -5.1504
Se  -0.3564  -0.6989  -4.0087
O  1.3496  5.1472  0.6204
C  0.4105  5.2935  -0.2948
O  0.0246  6.3653  -0.6688
C  -0.1956  4.0560  -0.8939
C  -1.2448  4.1205  -1.7873
N  -1.5592  2.8610  -2.1212
N  -0.7878  1.9682  -1.5177
C  0.0527  2.6736  -0.7593
C  1.0655  1.9396  0.0342
O  1.7707  2.4054  0.8914
O  1.0660  0.6634  -0.3371
H  1.5689  4.2215  0.8289
H  -1.7543  4.9870  -2.1752
H  -2.2916  2.5573  -2.7448

***

*Q*
Computed, not measured: a structure of composition C15H17IrN2O4Se2Te2, with ωB97M-V/def2-TZVPD.

Summary:
Kohn-Sham gap (spin up / spin down) (eV): 6.76 / 6.16
Net charge: +1
Spin multiplicity: 6

Atoms and positions in Å:
Ir  0.3145  1.1836  0.9099
C  -3.2569  -2.4460  0.6014
C  -1.8248  -1.9449  0.8427
C  -1.4026  -2.1949  2.2893
C  -1.7366  -0.4974  0.4037
C  -1.8998  0.5728  1.2959
C  -1.9503  1.9007  0.8034
C  -1.8179  2.1868  -0.5706
C  -1.8651  3.6007  -1.0816
C  -1.6411  1.1057  -1.4406
C  -1.6098  -0.1960  -0.9634
H  -3.3398  -3.5012  0.8795
H  -3.5469  -2.3473  -0.4481
H  -3.9661  -1.8741  1.2094
H  -1.1765  -2.5225  0.1801
H  -2.1547  -1.8273  2.9946
H  -0.4515  -1.7134  2.5317
H  -1.2970  -3.2667  2.4681
H  -2.1331  0.3876  2.3343
H  -2.1823  2.7056  1.4904
H  -0.8521  3.9753  -1.2630
H  -2.3442  4.2697  -0.3663
H  -2.4057  3.6506  -2.0267
H  -1.5312  1.2935  -2.5050
H  -1.4739  -1.0145  -1.6662
Se  1.6027  0.4306  3.0628
Te  3.6232  1.7566  3.0488
Te  2.8555  4.1650  1.9154
Se  0.4935  3.8591  1.6996
O  4.4325  -0.4900  -3.2398
C  3.9629  -1.5627  -2.6247
O  4.2865  -2.6834  -2.9152
C  2.9475  -1.3501  -1.5415
C  2.3262  -2.4010  -0.9129
N  1.4598  -1.8753  -0.0288
N  1.4841  -0.5342  -0.0425
C  2.3800  -0.2040  -0.9537
C  2.6889  1.2558  -1.0503
O  3.4353  1.6725  -1.9275
O  2.1631  1.9559  -0.1032
H  4.0672  0.3425  -2.8569
H  2.4734  -3.4665  -1.0457
H  0.8631  -2.3571  0.6132

***

Energies, relative to the best one, in kJ/mol: *P* 74.3; *Q* 0.0.

***

*P*
Computed, not measured: a structure of composition CH3I2P, with ωB97M-V/def2-TZVPD.

Summary:
Kohn-Sham gap (eV): 8.95

Atoms and positions in Å:
C  -0.5124  -0.2893  -0.0644
P  0.9747  0.8576  -0.1468
I  -0.7018  -1.1835  -2.0615
I  -2.2219  0.9709  0.3163
H  -0.5028  -1.0291  0.8553
H  1.9156  -0.2093  -0.2622
H  1.0485  0.8826  1.3633

***

*Q*
Computed, not measured: a cluster of 2 separate species, CH3I2P in total, with ωB97M-V/def2-TZVPD.

Summary:
Kohn-Sham gap (spin up / spin down) (eV): 9.06 / 9.06
Structure (SMILES): C=PI.I

Atoms and positions in Å:
C  0.6794  -1.1855  -0.3358
P  1.8666  -0.8837  0.8186
I  3.1679  0.9470  0.0364
I  -3.0845  1.1401  0.0900
H  -0.0623  -1.8868  -0.4748
H  0.6342  -0.5255  -1.1522
H  -3.2012  2.3943  1.0179

***

Energies, relative to the best one, in kJ/mol: *P* 13.5; *Q* 0.0.

***

*P*
Computed, not measured: the molecule C9H15N3, with ωB97M-V/def2-TZVPD.

Summary:
Kohn-Sham gap (spin up / spin down) (eV): 7.50 / 7.50

Atoms and positions in Å:
C  -0.0664  2.1260  -2.2913
C  1.6732  2.3478  -0.5055
C  0.9746  2.7820  -1.6170
C  0.2401  -0.7795  0.0353
C  2.8511  3.1150  -0.0677
C  -1.9358  -1.7012  -0.8794
C  -0.5053  -2.9409  0.7324
C  -1.0064  1.4008  0.2555
C  -1.0472  -1.5504  0.3467
N  -0.9474  1.4801  -2.6666
N  1.4242  1.2287  0.1093
N  0.2520  0.5616  0.1088
H  1.3881  3.7594  -2.0186
H  1.2462  -1.2116  -0.0388
H  3.5755  2.4962  0.4836
H  2.4937  3.8549  0.7150
H  3.4300  3.7150  -0.8068
H  -2.4079  -0.6977  -1.0294
H  -2.6743  -2.4480  -0.8211
H  -1.2777  -2.0005  -1.7123
H  -1.1424  -3.3460  1.4841
H  0.4782  -2.9094  1.2591
H  -0.6070  -3.4688  -0.2639
H  -1.7310  1.0958  -0.4958
H  -1.2725  1.3462  1.2390
H  -0.7869  2.3715  -0.0600
H  -1.6949  -1.0386  1.2582

***

*Q*
Computed, not measured: the molecule C9H15N3, with ωB97M-V/def2-TZVPD.

Summary:
Kohn-Sham gap (eV): 9.45
Structure (SMILES): CC(C)(C)[C@H]1C[C@@H]1n1cncn1

Atoms and positions in Å:
C  3.6404  -0.4877  1.3116
C  3.4002  0.3427  -0.6378
C  0.0655  -1.2034  -1.4021
C  -0.3601  -0.6534  -0.0728
C  1.1226  -0.2199  -0.9140
C  -1.3403  1.1622  1.5057
C  -2.7433  -0.7272  0.4588
C  -1.7472  1.2414  -0.9783
C  -1.5790  0.2658  0.2664
N  4.3133  0.1604  0.3122
N  2.4114  -0.8695  0.9725
N  2.3126  -0.3524  -0.2764
H  4.0035  -0.8098  2.2854
H  3.6229  0.8628  -1.5597
H  0.2026  -2.3297  -1.4006
H  -0.5091  -0.9223  -2.3429
H  0.0173  -1.2633  0.7509
H  1.1528  0.6424  -1.4684
H  -1.2040  0.4555  2.3892
H  -2.2269  1.8166  1.5075
H  -0.4309  1.7635  1.6695
H  -3.6799  -0.2948  0.4510
H  -2.6692  -1.4190  -0.3820
H  -2.5936  -1.2738  1.4149
H  -2.1389  0.6069  -1.7788
H  -0.7117  1.4637  -1.3746
H  -2.3311  2.0422  -0.7073

***

Energies, relative to the best one, in kJ/mol: *P* 103.2; *Q* 0.0.

***

*P*
Computed, not measured: a cluster of 3 separate species, C3H9INO3 in total, with ωB97M-V/def2-TZVPD.

Summary:
Kohn-Sham gap (eV): 8.39
Net charge: +1

Atoms and positions in Å:
C  2.5650  0.4762  0.5397
C  -1.4564  -2.0721  -0.2977
C  -0.7866  1.6610  1.2192
N  -1.3108  0.1714  -0.8691
O  -0.9262  -0.9945  -1.1563
O  -0.2718  0.6368  0.8159
O  -1.0242  0.9819  -1.7475
I  -0.0673  0.4996  -3.4981
H  3.6178  0.2684  0.3425
H  2.4112  0.2047  1.5046
H  1.9122  -0.2530  0.0622
H  -2.5115  -2.1876  -0.0862
H  -0.8713  -1.9284  0.6457
H  -1.0166  -3.0475  -0.7194
H  2.1399  1.5167  0.3479
H  -1.5589  2.0980  0.6327
H  -0.8446  1.9685  2.2641

***

*Q*
Computed, not measured: a cluster of 2 separate species, C3H9INO3 in total, with ωB97M-V/def2-TZVPD.

Summary:
Kohn-Sham gap (spin up / spin down) (eV): 7.74 / 7.74
Net charge: +1

Atoms and positions in Å:
C  -0.2347  0.9786  -2.1859
C  -1.5919  0.7494  1.2685
C  1.9085  -0.6730  0.8504
N  -0.1061  -0.2515  -0.3515
O  -1.3267  -0.2773  0.2959
O  0.8659  0.2682  0.4060
O  0.0412  -1.3374  -1.0006
I  0.0466  -3.2599  -0.0419
H  0.5308  1.7741  -2.2566
H  0.0147  0.2504  -2.8993
H  -1.3260  1.3328  -2.0100
H  -1.6589  1.7045  0.8881
H  -0.8390  0.8355  2.0852
H  -2.5651  0.5233  1.8112
H  2.1112  -1.4021  0.0691
H  1.5405  -1.2282  1.7280
H  2.5891  0.0126  1.3434

***

Energies, relative to the best one, in kJ/mol: *P* 0.0; *Q* 185.5.

***

*P*
Computed, not measured: the ion C4H8NO with charge -1, with ωB97M-V/def2-TZVPD.

Summary:
Kohn-Sham gap (eV): 5.91
Net charge: -1
Structure (SMILES): C[C@@H]1[C@H](C)N1[O-]

Atoms and positions in Å:
C  0.2900  -0.8108  -0.4789
C  0.5178  0.6500  -0.5077
C  -0.7434  -1.4915  0.3851
C  -0.4445  1.5987  0.2065
N  1.5072  -0.0462  0.3902
O  2.7888  -0.1013  0.0323
H  0.4497  -1.3164  -1.4370
H  0.8352  1.0133  -1.6158
H  -0.8172  -1.1148  1.4376
H  -0.4856  -2.5284  0.3133
H  -1.7520  -1.3493  0.0538
H  -1.3863  1.1082  0.3311
H  -0.6901  2.4876  -0.2335
H  -0.0695  1.9009  1.1230

***

*Q*
Computed, not measured: the ion C4H8NO with charge -1, with ωB97M-V/def2-TZVPD.

Summary:
Kohn-Sham gap (eV): 5.49
Net charge: -1
Structure (SMILES): C=C(C)N(C)[O-]

Atoms and positions in Å:
C  0.2950  -2.1709  -0.0951
C  0.2830  -0.8213  0.0670
C  -1.1154  -0.1970  0.1632
C  1.1384  1.4808  -0.2079
N  1.2947  0.0808  0.0447
O  2.5870  -0.4052  0.1441
H  1.1984  -2.5609  -0.5303
H  -0.7217  -2.7196  -0.2016
H  -1.0951  0.3528  1.0938
H  -1.9315  -0.7765  0.2740
H  -1.2460  0.3953  -0.7122
H  1.9943  2.0732  0.2031
H  1.1321  1.7296  -1.2769
H  0.2621  1.7996  0.4093

***

Energies, relative to the best one, in kJ/mol: *P* 68.2; *Q* 0.0.